(1)
Density functional theory data (ωB97M-V with the def2-TZVPD basis set) for a structure of composition C23H49AsKN5S7Sb.

The geometry in XYZ format:
```
87
Properties=species:S:1:pos:R:3:lowdin_charge:R:1
K 0.1558 0.6465 -0.4171 0.098
N 2.8732 0.1025 -0.6085 -0.061
C 3.6036 0.7727 0.4707 -0.279
C 3.5296 0.0108 1.7970 -0.201
C 2.3450 0.3699 2.6882 -0.285
N 1.0654 0.0707 2.0523 -0.049
H 3.4514 -0.6131 -1.0335 0.064
H 2.6229 0.7567 -1.3549 -0.062
H 3.1502 1.7589 0.6013 0.078
H 4.6546 0.9485 0.2105 0.102
H 4.4403 0.1946 2.3756 0.102
H 3.5145 -1.0655 1.5827 0.087
H 2.3680 1.4488 2.8721 0.096
H 2.4676 -0.1186 3.6664 0.100
H 0.2780 0.3413 2.6300 0.034
H 0.9609 -0.9237 1.8718 0.041
C -1.9916 -3.5836 3.6765 -0.559
C -2.3853 -3.9796 2.2512 -0.552
S -1.6734 -2.9634 0.9385 0.815
C -3.0840 -2.0295 0.3119 -0.586
C -3.7017 -0.9879 1.2308 -0.523
S -2.5303 0.2583 1.8320 0.829
C -2.8438 0.2768 3.6040 -0.554
C -2.1779 -0.8080 4.4488 -0.534
S -3.0631 -2.3931 4.5145 0.861
H -0.9684 -3.2034 3.6966 0.062
H -2.0081 -4.4754 4.3071 0.058
H -3.4716 -3.9788 2.1450 0.073
H -2.0598 -5.0082 2.0766 0.058
H -3.8621 -2.7256 -0.0117 0.082
H -2.6980 -1.5387 -0.5884 -0.056
H -4.1533 -1.4657 2.1008 0.042
H -4.4761 -0.4723 0.6618 0.077
H -3.9197 0.3031 3.7911 0.076
H -2.4627 1.2481 3.9333 0.065
H -2.0987 -0.4647 5.4823 0.062
H -1.1657 -0.9975 4.0868 0.055
S -1.7297 1.0084 -5.4277 -0.249
Sb -1.3357 1.9522 -3.3696 -0.221
S -2.4127 0.5804 -1.7271 -0.188
S 1.0193 1.7754 -2.9500 -0.229
S -2.0200 4.1088 -3.0620 -0.261
N 1.2517 -2.3702 -5.2705 -0.010
C -0.1814 -2.1119 -5.0236 -0.282
C -0.3076 -1.5576 -3.6307 -0.246
N 0.3474 -2.5322 -2.6700 0.175
H 1.3831 -2.8519 -6.1507 0.064
H 1.1507 -2.9301 -3.1779 0.127
H 1.7133 -1.4682 -5.3635 0.083
H -0.7327 -3.0514 -5.1361 0.112
H -0.6242 -1.3536 -5.6735 0.025
H -1.3265 -1.3661 -3.2980 0.050
H 0.2474 -0.6174 -3.5318 0.003
H 0.7009 -2.1296 -1.7992 0.088
H -0.2806 -3.2874 -2.4003 0.147
C 2.6792 -6.1027 1.4884 -0.096
C 3.1269 -4.6467 1.5785 -0.222
C 2.3269 -3.7485 0.7355 -0.200
N 1.7139 -2.9989 0.1203 0.182
H 3.3066 -6.7157 2.1338 0.075
H 2.7641 -6.4782 0.4700 0.079
H 1.6440 -6.2130 1.8074 0.077
H 4.1709 -4.5299 1.2849 0.117
H 3.0426 -4.2682 2.5989 0.118
C 1.4965 4.4327 2.2276 -0.334
As 0.6629 3.5002 0.7077 1.106
C 0.8591 4.9255 -0.6097 -0.319
C -1.2473 3.7404 1.2025 -0.336
C -1.6599 5.1383 1.5315 -0.302
C -2.1029 5.9962 0.5237 -0.043
C -2.4594 7.3018 0.8272 -0.083
C -2.3846 7.7741 2.1318 -0.115
C -1.9513 6.9250 3.1403 -0.108
C -1.5933 5.6178 2.8386 -0.081
H 1.0876 5.4369 2.3463 0.012
H 2.5673 4.5025 2.0280 0.012
H 1.3520 3.8747 3.1548 0.006
H 0.6626 5.8987 -0.1604 0.022
H 0.1742 4.7267 -1.4373 -0.046
H 1.8796 4.8738 -0.9906 0.019
H -1.4167 3.0775 2.0556 0.039
H -1.8095 3.3427 0.3521 0.062
H -2.1666 5.6195 -0.4934 0.071
H -2.8043 7.9522 0.0325 0.101
H -2.6672 8.7944 2.3610 0.090
H -1.8960 7.2761 4.1641 0.091
H -1.2580 4.9542 3.6296 0.103
```

Calculated values
Lowest unoccupied orbital energy (eV): 1.169
Charge: -1
HOMO-LUMO gap (eV): 4.5
Energy (hartree): -7042.93850
2S+1: 1
Molecular weight (g/mol): 855.9


(2)
Density functional theory data (ωB97M-V with the def2-TZVPD basis set) for a structure of composition C23H49IN8O3P2S at a distorted geometry.

The geometry in XYZ format:
```
87
Properties=species:S:1:pos:R:3:lowdin_charge:R:1
C -2.6994 0.1735 -4.3664 -0.096
O -1.8539 1.2531 -4.0271 -0.182
C -2.6000 2.4132 -3.6539 -0.150
C -2.3675 3.5685 -4.6036 -0.076
C -3.1470 3.8686 -5.6884 -0.166
C -4.3838 3.0904 -6.1139 -0.134
C -5.5045 2.9261 -5.0577 -0.326
C -5.7162 4.1366 -4.1486 -0.594
I -6.6114 3.4201 -2.2968 0.725
C -2.8055 4.9917 -6.5327 -0.022
C -1.7220 5.7781 -6.2964 -0.013
C -0.9149 5.5144 -5.1617 -0.364
N 0.1707 6.1822 -4.7495 -0.233
S 0.6611 5.4354 -3.4135 1.005
N -0.4161 4.2322 -3.2814 -0.197
C -1.2384 4.4158 -4.3195 -0.310
H -2.1552 -0.5868 -4.9273 0.089
H -3.5308 0.5425 -4.9773 0.065
H -3.1372 -0.3176 -3.4865 0.098
H -2.1866 2.7145 -2.6851 0.103
H -3.6458 2.1807 -3.4647 0.097
H -4.0440 2.0810 -6.3718 0.110
H -4.7725 3.4972 -7.0480 0.106
H -5.3886 1.9978 -4.5048 0.050
H -6.4369 2.7906 -5.6162 0.107
H -6.4613 4.8233 -4.5356 0.036
H -4.8051 4.6295 -3.8268 0.034
H -3.4291 5.1870 -7.3970 0.108
H -1.5077 6.5881 -6.9830 0.114
O -1.6490 1.8404 -0.1768 -0.297
P -0.5408 1.0883 0.5101 0.709
N -0.1447 -0.0414 -0.7309 -0.286
C 0.5570 -1.2898 -0.5051 -0.130
C 0.2546 0.5378 -2.0109 -0.132
N -1.5148 0.3346 1.7315 -0.335
C -1.6547 -1.1058 1.8368 -0.138
C -2.7974 0.9699 2.0131 -0.148
N 0.9061 0.7216 1.4249 -0.270
C 0.8749 1.0142 2.8766 -0.121
C 2.0722 1.4831 0.9114 -0.132
H 1.6190 -1.1443 -0.2684 0.064
H 0.5074 -1.9260 -1.3930 0.087
H 0.1172 -1.8905 0.2822 0.046
H 1.3148 0.8358 -2.0215 0.072
H -0.3384 1.4143 -2.2473 0.042
H 0.1008 -0.1755 -2.8214 0.079
H -2.1179 -1.5481 0.9452 0.088
H -2.2731 -1.3625 2.7009 0.078
H -0.6931 -1.5855 2.0310 0.061
H -3.5616 0.7130 1.2694 0.082
H -2.7003 2.0527 2.0422 0.068
H -3.1564 0.6598 2.9987 0.076
H 0.5656 2.0415 3.0865 0.087
H 1.8701 0.8600 3.2994 0.065
H 0.2162 0.3379 3.4109 0.071
H 1.9330 2.5635 1.0104 0.084
H 2.2644 1.2659 -0.1406 0.064
H 2.9752 1.1989 1.4515 0.072
O 1.9082 -3.5233 2.2573 -0.304
P 2.9450 -3.9067 3.2855 0.715
N 1.9440 -3.6278 4.6766 -0.301
C 2.4038 -3.3639 6.0275 -0.138
C 0.7277 -4.4358 4.7338 -0.145
N 3.9819 -2.5494 3.0036 -0.335
C 4.1639 -1.5240 4.0078 -0.138
C 3.9142 -1.9910 1.6582 -0.140
N 4.1878 -4.7217 4.2115 -0.273
C 5.5463 -4.7424 3.6219 -0.125
C 3.8259 -6.1494 4.4225 -0.129
H 2.8351 -4.2452 6.5235 0.078
H 1.5612 -3.0290 6.6374 0.083
H 3.1296 -2.5598 6.0776 0.048
H 0.9127 -5.4400 5.1417 0.066
H 0.2867 -4.5524 3.7448 0.069
H -0.0232 -3.9540 5.3638 0.080
H 3.2286 -1.0016 4.2492 0.076
H 4.8870 -0.7801 3.6620 0.082
H 4.6030 -1.9359 4.9180 0.066
H 3.0265 -1.3653 1.5060 0.054
H 3.9070 -2.7767 0.9060 0.075
H 4.8014 -1.3806 1.4629 0.082
H 5.5478 -5.1141 2.5945 0.087
H 6.1931 -5.3854 4.2222 0.080
H 6.0065 -3.7601 3.6352 0.070
H 3.7383 -6.6915 3.4773 0.085
H 2.8773 -6.2398 4.9530 0.059
H 4.5760 -6.6445 5.0376 0.082
```

Calculated values
Lowest unoccupied orbital energy (eV): -0.367
Charge: 0
HOMO-LUMO gap (eV): 7.6
Energy (hartree): -2948.02614
2S+1: 1
Molecular weight (g/mol): 706.6


(3)
Density functional theory data (ωB97M-V with the def2-TZVPD basis set) for a structure of composition C23H49N3O18Zr at a distorted geometry.

The geometry in XYZ format:
```
94
Properties=species:S:1:pos:R:3:lowdin_spin:R:1
Zr 2.9697 2.8248 1.0540 0.888
O 5.0285 4.9809 -3.2729 0.000
C 4.4400 3.6718 -3.2339 0.000
C 3.2319 3.5922 -2.1878 -0.001
O 3.5513 4.0537 -0.8435 -0.011
H 5.2321 2.9804 -2.9464 0.000
H 4.0521 3.3084 -4.1855 0.000
H 2.8964 2.5570 -2.2508 0.000
H 2.3689 4.2339 -2.3651 0.000
O 0.7890 2.8257 0.7639 0.032
C 0.2272 1.5169 0.5233 0.004
C 1.2869 0.5220 -0.1282 0.007
O 2.6968 0.7893 0.2724 0.017
H -0.7736 1.5015 0.0917 0.000
H -0.0377 1.0475 1.4707 0.000
H 1.1101 0.4924 -1.2034 0.000
H 1.0050 -0.4985 0.1312 0.000
C 2.9146 -1.2239 -3.0072 0.000
N 2.7308 -0.8856 -4.4509 0.000
O 3.1470 0.1736 -4.8728 0.000
O 2.0586 -1.6279 -5.1129 0.000
H 3.2427 -2.2526 -2.8581 0.000
H 1.8921 -1.0917 -2.6534 0.000
H 3.6348 -0.5578 -2.5320 0.000
C -2.1843 1.8456 3.4298 0.000
N -1.0308 1.8540 4.3742 0.000
O -0.4213 0.8046 4.6372 0.000
O -0.6520 3.0059 4.7070 0.000
H -2.0588 2.7644 2.8569 0.000
H -3.1518 1.7788 3.9272 0.000
H -1.9912 1.0326 2.7298 0.000
C -2.1939 4.7956 -0.0723 0.000
N -3.4844 5.5315 0.1206 0.000
O -4.0077 5.5565 1.2113 0.000
O -3.9732 6.1138 -0.8411 0.000
H -1.5346 5.5048 -0.5728 0.000
H -2.3387 3.9183 -0.7028 0.000
H -1.6699 4.3884 0.7924 0.000
O -3.2278 1.7054 -1.7252 0.000
C -2.8123 2.0981 -2.8218 0.000
O -2.2477 1.3509 -3.8329 0.000
C -2.1876 -0.0276 -3.8577 0.000
C -0.9732 -0.5994 -2.9942 0.000
C -3.1393 3.5262 -3.3807 0.000
H -1.8405 -0.2443 -4.8680 0.000
H -3.1724 -0.4027 -3.5789 0.000
H -1.0145 -0.4087 -1.9219 0.000
H -0.2038 0.0698 -3.3793 0.000
H -0.6039 -1.6037 -3.2020 0.000
H -3.2632 3.4388 -4.4601 0.000
H -2.2944 4.1989 -3.2336 0.000
H -4.0412 3.9265 -2.9175 0.000
O 0.4573 -3.7291 -2.8796 0.000
C 0.0889 -4.0431 -1.7365 0.000
O -0.5648 -5.1168 -1.4085 0.000
C -0.9170 -6.1470 -2.3565 0.000
C -0.8837 -7.5010 -1.6641 0.000
C 0.2100 -3.0631 -0.5648 0.000
H -0.0873 -6.0817 -3.0605 0.000
H -1.8257 -5.8633 -2.8875 0.000
H 0.1340 -7.8837 -1.5868 0.000
H -1.5459 -8.1107 -2.2787 0.000
H -1.2880 -7.3361 -0.6654 0.000
H 0.5010 -3.5844 0.3472 0.000
H -0.6253 -2.3963 -0.3508 0.000
H 1.0686 -2.4041 -0.6942 0.000
O -0.8166 -3.4710 3.3045 0.000
C -1.6633 -3.7139 2.4291 0.000
O -2.1863 -2.8256 1.5400 0.000
C -2.1684 -1.4477 1.7714 0.000
C -3.0000 -0.7593 0.7256 0.000
C -2.0983 -5.1243 2.2770 0.000
H -1.1456 -1.0725 1.8075 0.000
H -2.5415 -1.2599 2.7782 0.000
H -2.6001 -0.9066 -0.2777 0.000
H -2.9409 0.3074 0.9418 0.000
H -4.0857 -0.8277 0.7941 0.000
H -1.5017 -5.8256 2.8603 0.000
H -1.8553 -5.5229 1.2920 0.000
H -3.1304 -5.2142 2.6160 0.000
O 2.5599 2.1470 3.0703 0.032
C 2.6937 1.9109 4.3008 0.019
O 2.7484 0.7745 4.8233 0.007
C 2.3424 -0.3163 4.0704 0.001
C 3.5913 -1.0085 3.5836 0.000
C 2.5359 3.0590 5.2911 0.003
H 1.5915 -0.2405 3.2840 0.000
H 1.8720 -0.8344 4.9061 0.000
H 4.0650 -0.5093 2.7383 0.000
H 3.2499 -1.9769 3.2176 0.000
H 4.2929 -0.9999 4.4177 0.000
H 1.4753 3.1403 5.5288 0.000
H 2.8783 4.0082 4.8789 0.002
H 3.1351 2.9136 6.1900 0.000
```

Calculated values
Lowest unoccupied orbital energy (alpha / beta) (eV): 0.861 / 0.861
⟨S²⟩: 0.752
Charge: -1
HOMO-LUMO gap (alpha / beta) (eV): 2.4 / 2.4
Energy (hartree): -2470.98305
2S+1: 2
Molecular weight (g/mol): 746.9